Formula: C48H50Ge2InO4S5
Source: OMol25
Level of theory: ωB97M-V with the def2-TZVPD basis set

Each line ends with the Mulliken charge.
Cartesian coordinates (Å):
In1 2.6696 -2.4995 -0.1191  1.33
O1 4.4087 -5.7345 0.5949  -0.68
S1 4.5889 -4.3111 0.4846  1.15
O2 5.9128 -3.8054 0.7434  -0.68
O3 3.5649 -3.5772 1.4084  -0.48
O4 4.0977 -3.8124 -0.9003  -0.63
C1 1.4929 -4.2605 4.5714  -1.64
C2 0.2844 -3.8660 3.7695  0.33
C3 -0.1750 -4.6633 2.7288  -0.83
C4 -1.2390 -4.2718 1.9308  0.66
C5 -1.7563 -5.1872 0.8551  -1.44
C6 -1.8374 -3.0274 2.1603  0.72
C7 -1.4637 -2.2619 3.2653  0.45
C8 -2.1786 -0.9911 3.6393  -1.27
C9 -0.3985 -2.6912 4.0479  -0.75
C10 -2.8816 -2.5440 1.2103  0.12
C11 -4.2139 -2.8169 1.4961  0.04
C12 -5.2166 -2.4157 0.6331  -1.18
C13 -4.8805 -1.7579 -0.5347  -0.17
C14 -3.5520 -1.4743 -0.8491  -0.28
C15 -2.5351 -1.8468 0.0391  0.40
Ge1 -0.6190 -1.4497 -0.2511  -0.52
S2 0.4758 -3.2912 -0.7511  -0.46
S3 0.3272 -0.3680 1.4757  0.47
Ge2 1.4239 0.7270 -0.1572  -0.45
S4 3.4041 -0.2077 -0.3454  -0.36
S5 -0.0736 0.1546 -1.7335  0.00
C16 1.5973 2.6775 0.0685  -0.05
C17 1.8733 3.4788 -1.0502  0.84
C18 1.9061 4.8636 -0.9220  -0.13
C19 1.6914 5.4656 0.3058  -1.19
C20 1.4689 4.6741 1.4179  -0.33
C21 1.4300 3.2854 1.3144  -0.25
C22 1.2750 2.5235 2.5883  0.27
C23 2.3894 1.9758 3.2169  1.09
C24 3.7658 2.0183 2.6075  -1.80
C25 2.2264 1.3536 4.4549  -1.10
C26 0.9960 1.2847 5.0802  1.08
C27 0.8417 0.6365 6.4283  -1.54
C28 -0.1074 1.8292 4.4252  -0.81
C29 0.0105 2.4295 3.1855  1.50
C30 -1.2118 2.9229 2.4617  -1.90
C31 2.1823 2.8946 -2.3876  -0.42
C32 1.1771 2.6736 -3.3223  0.70
C33 -0.2544 3.0487 -3.0639  -0.97
C34 1.5062 2.0741 -4.5360  -1.13
C35 2.8051 1.7100 -4.8391  0.76
C36 3.1395 1.0042 -6.1237  -1.59
C37 3.8064 2.0099 -3.9195  -1.03
C38 3.5194 2.6124 -2.7079  0.93
C39 4.6330 3.0217 -1.7831  -1.41
C40 -3.3291 -0.8503 -2.1853  0.45
C41 -3.6408 0.4889 -2.3971  1.10
C42 -4.0094 1.4122 -1.2673  -1.98
C43 -3.5781 1.0011 -3.6886  -0.82
C44 -3.1767 0.2248 -4.7621  0.92
C45 -3.0793 0.8006 -6.1480  -1.63
C46 -2.8428 -1.1034 -4.5239  -1.15
C47 -2.9215 -1.6573 -3.2558  1.36
C48 -2.5679 -3.1055 -3.0486  -1.59
H1 1.8996 -5.2086 4.2259  0.36
H2 1.2461 -4.3547 5.6310  0.40
H3 2.2789 -3.5116 4.4751  0.30
H4 0.3311 -5.5947 2.5108  0.27
H5 -1.1102 -6.0564 0.7508  0.41
H6 -1.8068 -4.6887 -0.1121  0.19
H7 -2.7651 -5.5302 1.0966  0.32
H8 -2.9694 -0.7388 2.9350  0.17
H9 -1.4825 -0.1536 3.6703  -0.19
H10 -2.6278 -1.0935 4.6291  0.55
H11 -0.0742 -2.0697 4.8751  0.45
H12 -4.4520 -3.3521 2.4069  0.49
H13 -6.2534 -2.6280 0.8614  0.39
H14 -5.6510 -1.4635 -1.2364  0.51
H15 2.1146 5.4620 -1.7993  0.55
H16 1.7215 6.5436 0.3994  0.37
H17 1.3370 5.1255 2.3938  0.53
H18 3.8319 2.7269 1.7839  0.25
H19 4.0435 1.0370 2.2171  0.21
H20 4.5048 2.2969 3.3589  0.55
H21 3.0940 0.9195 4.9366  0.38
H22 1.7667 0.1543 6.7394  0.35
H23 0.0541 -0.1174 6.4149  0.31
H24 0.5744 1.3752 7.1866  0.36
H25 -1.0875 1.7531 4.8812  0.34
H26 -2.1145 2.6434 3.0025  0.38
H27 -1.2632 2.4856 1.4624  0.23
H28 -1.2047 4.0076 2.3383  0.41
H29 -0.3885 3.5187 -2.0919  0.16
H30 -0.8877 2.1651 -3.0954  -0.10
H31 -0.6044 3.7422 -3.8308  0.57
H32 0.7151 1.8685 -5.2468  0.42
H33 2.2668 0.9310 -6.7712  0.37
H34 3.4966 -0.0068 -5.9241  0.33
H35 3.9267 1.5282 -6.6676  0.38
H36 4.8342 1.7616 -4.1523  0.39
H37 5.5850 2.6293 -2.1340  0.45
H38 4.4761 2.6591 -0.7694  0.15
H39 4.7034 4.1107 -1.7304  0.31
H40 -3.8041 0.9707 -0.2940  0.24
H41 -5.0683 1.6754 -1.3022  0.33
H42 -3.4360 2.3364 -1.3456  0.37
H43 -3.8214 2.0449 -3.8483  0.26
H44 -3.3841 1.8462 -6.1619  0.37
H45 -3.7119 0.2521 -6.8475  0.40
H46 -2.0562 0.7437 -6.5206  0.33
H47 -2.5190 -1.7261 -5.3484  0.42
H48 -2.5302 -3.6274 -4.0037  0.50
H49 -3.2927 -3.6061 -2.4061  0.31
H50 -1.5870 -3.2146 -2.5785  0.16

Cartesian forces, eV/Å:
In -0.39 0.31 -0.23
O 0.01 -0.02 0.01
S 0.14 -0.10 0.10
O 0.02 -0.07 0.02
O 0.14 -0.13 0.09
O 0.11 -0.09 0.07
C -0.04 -0.02 0.04
C 0.03 0.00 0.02
C 0.00 0.03 0.01
C 0.00 -0.03 -0.01
C 0.00 0.01 0.00
C -0.05 -0.01 -0.03
C 0.01 0.01 0.06
C 0.00 0.05 -0.04
C -0.03 -0.03 -0.03
C -0.02 0.01 0.08
C 0.00 -0.01 -0.01
C -0.04 0.00 -0.01
C -0.01 0.02 0.00
C 0.00 -0.09 0.02
C 0.02 0.00 0.00
Ge -0.03 0.03 0.00
S 0.10 0.11 -0.06
S 0.08 -0.02 -0.05
Ge 0.00 -0.03 0.10
S -0.04 0.11 -0.16
S -0.10 -0.27 0.09
C -0.01 -0.06 -0.18
C -0.05 0.15 -0.02
C 0.04 -0.03 0.04
C 0.00 -0.03 0.01
C 0.00 0.05 0.00
C 0.00 0.02 0.11
C -0.04 0.02 -0.02
C 0.09 -0.02 -0.01
C 0.04 -0.01 0.01
C -0.04 0.01 0.01
C -0.01 -0.02 -0.03
C 0.00 0.03 -0.01
C 0.06 -0.02 0.03
C -0.06 0.06 0.02
C 0.01 0.04 0.01
C 0.01 -0.04 0.06
C -0.04 -0.09 -0.01
C -0.11 0.16 -0.08
C 0.04 -0.03 -0.01
C -0.02 0.00 -0.01
C 0.00 0.02 0.00
C -0.04 0.02 0.01
C 0.02 0.03 -0.02
C 0.00 -0.10 0.00
C 0.09 -0.03 0.07
C 0.03 0.07 -0.01
C -0.01 -0.01 0.04
C 0.14 0.04 -0.04
C 0.02 0.02 0.01
C -0.03 -0.01 0.01
C -0.01 0.04 0.04
C 0.04 -0.04 -0.02
C 0.01 -0.01 -0.02
H 0.03 -0.01 -0.02
H 0.00 0.01 0.02
H 0.03 0.02 -0.04
H 0.04 -0.06 -0.01
H 0.03 -0.02 -0.02
H -0.02 0.00 -0.01
H -0.03 -0.02 0.02
H -0.01 0.00 -0.01
H 0.01 -0.03 0.01
H -0.03 0.00 0.05
H 0.03 0.04 0.05
H 0.00 -0.02 0.03
H -0.02 0.00 0.00
H -0.02 0.02 -0.03
H 0.01 0.03 -0.05
H -0.01 0.02 0.00
H 0.00 0.00 0.02
H 0.01 0.02 0.01
H -0.02 0.01 0.00
H 0.02 0.01 0.03
H 0.06 -0.03 0.03
H 0.03 -0.02 0.01
H -0.05 -0.03 0.00
H -0.01 0.00 0.02
H -0.05 0.03 0.05
H -0.04 0.00 0.02
H -0.01 -0.03 -0.03
H 0.00 0.02 0.00
H -0.01 0.00 0.02
H -0.11 0.03 -0.07
H -0.01 0.06 -0.03
H -0.07 -0.01 -0.06
H -0.02 0.00 -0.02
H 0.01 -0.03 0.01
H 0.02 0.01 -0.02
H 0.08 -0.02 -0.02
H 0.04 -0.01 -0.02
H -0.04 -0.06 0.10
H 0.01 0.01 0.01
H 0.01 0.00 0.00
H -0.05 0.01 0.02
H 0.01 0.04 0.00
H -0.01 0.08 -0.02
H -0.01 0.02 0.00
H -0.01 -0.01 -0.02
H 0.05 0.00 -0.02
H 0.03 -0.06 -0.07
H 0.00 -0.02 -0.02
H -0.02 -0.02 0.01
H -0.02 0.00 -0.02

Output
Charge: -1
Kohn-Sham gap in eV: 8.347
LUMO in eV: 2.195

Formula: C5H10F2O
Source: OMol25
Level of theory: ωB97M-V with the def2-TZVPD basis set

Each line ends with the natural charge from an NBO analysis.
Cartesian coordinates (Å):
C1 -0.4668 -0.9569 1.2618  -0.65
C2 -0.6949 -1.1052 -1.1339  -0.66
C3 0.5805 1.5951 0.2524  -0.67
C4 0.3932 -0.9866 -0.0361  0.34
C5 1.3020 0.3058 -0.1309  0.57
O1 2.0020 0.2380 -1.3194  -0.67
F1 1.1448 -2.1512 0.0007  -0.35
F2 2.1717 0.0917 0.9968  -0.40
H1 0.3125 -1.0400 1.9978  0.23
H2 -1.0429 -1.8491 1.0893  0.22
H3 -0.9976 0.0634 1.4521  0.22
H4 -0.1993 -0.7708 -2.0444  0.22
H5 -1.4098 -0.3321 -0.9944  0.21
H6 -1.1145 -2.1938 -1.2572  0.24
H7 0.9798 2.4062 -0.2120  0.21
H8 0.6592 1.8666 1.2791  0.24
H9 -0.4587 1.5037 -0.0209  0.22
H10 2.5140 1.0977 -1.3405  0.48

Cartesian forces, eV/Å:
C 1.55 1.78 -0.45
C 1.95 -1.28 -1.30
C -0.91 -1.99 -0.22
C -2.67 1.03 0.21
C -0.39 -2.33 1.63
O 0.58 2.28 0.92
F 0.16 0.63 -0.17
F 0.43 0.19 -0.88
H -0.25 -0.45 1.07
H -0.77 -0.03 0.95
H 0.53 -2.29 -0.59
H -0.12 -0.63 -0.61
H -1.14 0.19 0.48
H 0.75 2.32 0.45
H 1.21 2.32 -1.91
H 0.00 -0.55 0.97
H -0.34 0.25 -0.15
H -0.54 -1.43 -0.38

Output
Charge: 0
Kohn-Sham gap in eV: 11.628
Energy relative to the best compared isomer or geometry (same formula, charge and spin) in kcal per mole: 27.4
LUMO in eV: 0.685

Formula: C9H16Cl2IrN2O2P
Source: OMol25
Level of theory: ωB97M-V with the def2-TZVPD basis set

Each line ends with the natural charge from an NBO analysis.
Cartesian coordinates (Å):
C1 0.9195 -3.5554 -1.2692  -0.74
C2 0.4933 -2.4367 -0.3157  0.64
H1 0.1391 -4.2628 -1.5162  0.30
H2 1.5337 -4.1956 -0.6218  0.32
H3 1.2433 -3.1038 -2.2543  0.29
O1 -0.3750 -2.2115 0.5681  -0.54
Cl1 1.8992 -1.7933 0.7165  -0.05
Ir1 -0.4964 1.1893 0.5240  0.90
P1 -0.0948 1.1754 -1.5490  0.94
C3 -1.5485 1.7717 -2.5466  -0.94
C4 1.2849 2.3895 -1.9046  -0.88
H4 1.5604 -0.4825 -2.2739  0.27
H5 0.6451 0.1776 -3.6597  0.31
H6 -0.1611 -1.0195 -2.6598  0.26
C5 0.5496 -0.1738 -2.6183  -0.92
H7 2.1758 2.0326 -1.3584  0.26
H8 1.5086 2.4241 -2.9829  0.30
H9 -1.2918 1.9647 -3.6111  0.31
H10 -1.9291 2.7140 -2.1120  0.27
H11 0.9982 3.3819 -1.5176  0.27
H12 -2.3504 1.0140 -2.4988  0.27
C6 -2.3547 1.4252 0.4327  0.40
O2 -3.5046 1.6417 0.5634  -0.25
Cl2 0.5747 3.0735 1.2403  0.02
N1 -0.4861 -0.0323 4.5887  -0.48
C7 0.1827 -1.2091 4.1417  0.19
C8 0.3075 -1.0911 2.7848  0.18
N2 -0.2531 0.1460 2.3812  -0.64
C9 -0.7216 0.7787 3.4714  0.40
H13 -0.6556 0.2190 5.5397  0.49
H14 0.5435 -2.0181 4.7685  0.31
H15 0.8398 -1.6875 2.0190  0.26
H16 -1.1760 1.7537 3.5299  0.28

Cartesian forces, eV/Å:
C -1.11 1.24 -0.74
C -1.63 -1.13 6.48
H -1.00 0.38 -0.01
H 0.92 0.61 -0.57
H 0.59 -0.85 1.38
O -0.41 -1.25 -5.89
Cl 4.24 0.35 -3.50
Ir 3.63 -0.20 4.78
P 1.45 0.85 -8.15
C -0.18 0.04 0.46
C 0.01 0.24 0.93
H -0.66 0.08 -0.13
H -0.11 0.29 0.49
H 0.36 0.26 0.17
C 0.14 -1.09 0.26
H -0.27 0.20 -0.25
H -0.35 -0.13 0.33
H 0.13 -0.25 0.71
H 0.14 -0.35 -0.20
H 0.20 -0.35 -0.34
H 0.27 0.26 -0.11
C -9.57 2.39 1.47
O 5.73 -1.37 -1.08
Cl -0.74 -0.42 -0.16
N 1.43 -1.79 -2.58
C -1.76 2.69 3.37
C -1.27 2.42 -2.30
N 0.06 -0.98 1.27
C 1.28 -2.79 1.18
H -0.28 0.16 0.91
H -0.19 0.20 0.29
H -0.88 0.12 1.51
H -0.17 0.14 0.03

Output
Charge: +3
Kohn-Sham gap (spin up / spin down) in eV: 8.633 / 4.832
Energy relative to the best compared isomer or geometry (same formula, charge and spin) in kcal per mole: 48.2
Spin multiplicity: 6
LUMO (spin up / spin down) in eV: -10.630 / -15.317

Number 1: total energy -231171.893 eV. Number 2: total energy -12828.914 eV. Number 3: total energy -53802.782 eV.